[1]
82
Properties=species:S:1:pos:R:3 method="wB97M-V/def2-TZVPD" energy_ev=-81595.7378 multiplicity=2 total_charge=0 lumo_energy_ev="0.1 / 0.0" s_squared=0.76 de_lowest_kj_mol=59.8
Ti -0.781 0.421 -0.875
C -4.434 1.880 -0.971
N -3.352 1.740 -1.943
C -3.874 1.263 -3.221
C -2.595 2.957 -2.033
C -2.830 3.913 -3.008
C -2.049 5.059 -3.082
C -1.025 5.249 -2.170
C -0.787 4.308 -1.180
C -1.570 3.154 -1.078
N -1.357 2.128 -0.157
C -1.107 2.327 1.183
C -1.063 3.563 1.842
C -0.808 3.635 3.202
C -0.612 2.485 3.945
C -0.724 1.247 3.323
C -0.977 1.157 1.968
N -1.231 -0.107 1.284
C -0.622 -1.260 1.956
C -2.696 -0.317 1.215
H -5.189 2.604 -1.308
H -4.927 0.916 -0.830
H -4.033 2.225 -0.017
H -3.106 1.353 -3.987
H -4.766 1.816 -3.548
H -4.142 0.210 -3.120
H -3.620 3.762 -3.733
H -2.249 5.796 -3.849
H -0.401 6.131 -2.240
H 0.043 4.437 -0.498
H -1.233 4.470 1.281
H -0.759 4.601 3.689
H -0.396 2.542 5.004
H -0.615 0.350 3.918
H -1.195 -1.563 2.838
H -0.586 -2.100 1.263
H 0.388 -1.023 2.273
H -2.905 -1.338 0.910
H -3.167 -0.133 2.186
H -3.119 0.356 0.472
S -1.609 -2.938 -3.721
C -2.055 -3.644 -2.228
C -1.992 -2.760 -1.193
C -1.584 -1.438 -1.554
C -1.342 -1.408 -2.910
C -0.813 -0.258 -3.604
C -0.678 -0.159 -4.987
C -0.114 0.969 -5.544
C 0.332 1.977 -4.689
C 0.164 1.827 -3.336
N -0.434 0.756 -2.774
H -2.346 -4.684 -2.206
H -2.243 -3.088 -0.192
H -1.025 -0.974 -5.610
H -0.013 1.067 -6.616
H 0.814 2.861 -5.079
H 0.508 2.585 -2.648
C 3.904 -4.544 3.979
C 4.569 -3.342 3.291
C 4.840 -2.280 4.360
C 5.912 -3.786 2.688
C 3.681 -2.816 2.161
C 3.132 -3.706 1.234
C 2.326 -3.289 0.179
C 2.080 -1.939 0.066
O 1.280 -1.256 -0.808
B 1.254 0.104 -0.380
O 2.129 0.212 0.718
C 2.623 -1.039 0.973
C 3.422 -1.449 2.019
H 4.504 -4.864 4.834
H 3.816 -5.393 3.302
H 2.907 -4.280 4.335
H 5.422 -2.723 5.170
H 3.907 -1.899 4.781
H 5.413 -1.442 3.961
H 6.572 -4.178 3.467
H 6.410 -2.945 2.203
H 5.757 -4.566 1.942
H 3.329 -4.766 1.325
H 1.905 -3.997 -0.523
H 3.805 -0.716 2.714



[2]
35
Properties=species:S:1:pos:R:3 method="wB97M-V/def2-TZVPD" energy_ev=-79066.9884 total_charge=+2 lumo_energy_ev="-10.6 / -11.1" de_lowest_kj_mol=44.9
C -0.818 -2.055 0.041
I -0.860 -0.543 -3.711
H -0.922 -2.066 1.134
H -0.317 -3.001 -0.266
H -1.844 -2.141 -0.375
Lu -0.057 -0.169 -1.022
P 2.098 -1.228 0.500
C 3.243 -1.150 -0.952
C 3.192 -0.458 1.755
H 4.160 -0.987 1.766
H 3.481 -3.194 0.917
H 2.697 -0.539 2.730
H 2.105 -3.126 2.049
H 3.462 -0.102 -1.201
H 3.317 0.600 1.484
C 2.405 -2.974 1.006
H 4.190 -1.660 -0.697
H 1.821 -3.661 0.386
H 2.792 -1.639 -1.834
P -2.193 1.258 0.111
C -2.489 2.189 -1.446
C -3.855 0.579 0.449
H -2.120 2.226 2.329
H -3.125 3.201 1.197
H -1.317 3.267 1.103
C -2.192 2.633 1.311
H -3.951 0.293 1.497
H -4.593 1.354 0.221
H -3.429 2.736 -1.333
H -2.541 1.500 -2.300
H -4.031 -0.301 -0.174
H -1.671 2.901 -1.598
C 0.915 1.633 -2.524
O 1.248 2.576 -3.081
I 1.197 2.048 0.528



[3]
16
Properties=species:S:1:pos:R:3 method="wB97M-V/def2-TZVPD" smiles="CC/N=C/N.O" energy_ev=-8299.5605 total_charge=0 lumo_energy_ev=1.1 de_lowest_kj_mol=187.5
C 0.631 -2.160 0.988
C -0.705 -1.519 0.608
N -0.395 -0.150 0.054
C -1.380 0.551 -0.229
N -1.201 1.728 -1.071
H 0.723 -2.716 1.922
H 1.193 -2.673 0.198
H 1.257 -1.326 1.297
H -1.172 -1.945 -0.286
H -1.409 -1.287 1.407
H -2.444 0.262 -0.123
H -1.120 2.693 -0.802
H -1.823 1.622 -1.864
O 2.471 1.358 -0.241
H 2.982 1.314 -1.051
H 1.770 0.701 -0.314